{"formula": "C6H15NO", "method": "the ωB97M-V functional and the def2-TZVPD basis", "species": ["C", "C", "C", "C", "C", "C", "N", "O", "H", "H", "H", "H", "H", "H", "H", "H", "H", "H", "H", "H", "H", "H", "H"], "positions_angstrom": [[2.490, 0.604, 1.137], [1.042, 0.857, 0.722], [0.349, -0.390, 0.119], [0.948, -0.720, -1.260], [-1.206, -0.252, 0.063], [-1.704, 0.647, -1.076], [-1.808, -1.563, -0.091], [-1.679, 0.237, 1.300], [3.040, 1.550, 1.182], [2.527, 0.152, 2.134], [3.023, -0.059, 0.452], [0.510, 1.201, 1.617], [1.011, 1.683, 0.002], [0.583, -1.226, 0.795], [1.990, -1.041, -1.179], [0.929, 0.156, -1.918], [0.402, -1.528, -1.756], [-1.477, 0.229, -2.063], [-2.791, 0.788, -1.024], [-1.261, 1.646, -1.012], [-2.818, -1.475, -0.025], [-1.538, -2.107, 0.729], [-2.563, 0.612, 1.152]], "atomic_forces_ev_per_a": [[0.1193, 0.0137, 0.0967], [-0.2539, -0.0544, 0.0563], [-0.0076, 0.4100, 0.1156], [-0.1778, -0.0675, -0.0094], [-0.3284, -0.4218, -0.4936], [0.2671, 0.2099, -0.1675], [0.3983, -0.7421, -0.3687], [0.0000, 1.2431, 0.7606], [-0.0080, -0.1593, 0.0543], [0.0391, -0.0047, -0.1581], [-0.0205, 0.0971, -0.0007], [-0.1096, -0.1037, -0.2979], [-0.0656, -0.1036, -0.0558], [-0.2461, 0.0213, -0.0414], [-0.1344, 0.0735, 0.0774], [-0.0200, -0.0871, 0.1142], [-0.0068, 0.0955, 0.1265], [-0.0161, 0.0184, 0.2962], [0.0719, -0.1883, 0.0968], [0.0404, -0.1434, 0.0410], [0.0669, 0.0405, -0.1653], [-0.0354, 0.0151, -0.2274], [0.4273, -0.1624, 0.1502]], "nbo_charge": [-0.61, -0.40, -0.23, -0.62, 0.39, -0.65, -0.84, -0.74, 0.21, 0.20, 0.20, 0.23, 0.19, 0.20, 0.21, 0.20, 0.23, 0.23, 0.20, 0.22, 0.35, 0.36, 0.46], "smiles": "CC[C@H](C)[C@@](C)(N)O", "mol_weight_g_mol": 117.192, "de_lowest_kj_mol": 59.0, "homo_lumo_gap_ev": 10.232, "lumo_energy_ev": 0.9}